{"formula": "C45H56N3PdSeSi", "method": "ωB97M-V/def2-TZVPD", "symbols": ["Pd", "C", "C", "N", "C", "C", "C", "C", "N", "H", "H", "H", "H", "H", "H", "H", "H", "H", "H", "H", "H", "H", "H", "C", "Si", "C", "C", "N", "C", "C", "C", "C", "C", "C", "H", "H", "H", "H", "H", "H", "H", "H", "H", "H", "H", "H", "H", "H", "C", "C", "C", "C", "C", "C", "C", "C", "C", "C", "H", "H", "H", "H", "H", "H", "H", "H", "H", "H", "H", "H", "Se", "C", "C", "C", "C", "C", "C", "H", "H", "H", "H", "H", "C", "C", "C", "C", "C", "C", "C", "C", "C", "C", "C", "C", "C", "C", "H", "H", "H", "H", "H", "H", "H", "H", "H", "H", "H"], "xyz": [[0.01972, 0.31615, 0.08840], [5.95330, 2.40941, 1.09825], [5.63626, 0.97518, 0.66569], [4.37027, 0.50191, 1.17689], [4.25880, 0.39559, 2.62084], [3.50160, 1.54575, 3.29093], [3.34037, 0.05469, 0.39179], [3.57935, -0.19766, -1.06807], [2.18329, -0.25837, 0.83959], [6.83424, 2.76213, 0.56888], [6.15320, 2.46619, 2.16572], [5.11866, 3.06766, 0.86803], [6.43842, 0.30786, 1.01387], [5.61990, 0.93739, -0.42216], [5.27460, 0.33624, 3.02438], [3.75921, -0.55051, 2.86208], [4.06574, 2.47281, 3.23670], [3.32948, 1.30571, 4.33951], [2.53587, 1.71328, 2.81879], [4.29442, -1.01296, -1.19794], [3.93168, 0.68056, -1.60569], [2.61890, -0.49974, -1.48932], [2.03938, -0.12463, 1.83802], [-0.26910, -1.26162, 4.37764], [-1.35960, -0.51802, 2.96690], [-3.06922, -0.25471, 3.81914], [-1.57053, -1.98633, 1.74081], [-0.51031, 0.75025, 2.21608], [-0.45535, 2.07793, 2.46179], [-1.24005, 2.73650, 3.42949], [-1.13444, 4.09489, 3.63299], [-0.25453, 4.86750, 2.88862], [0.54840, 4.24182, 1.94939], [0.46967, 2.88096, 1.75448], [-0.80456, -2.04284, 4.91053], [0.00470, -0.49772, 5.09974], [0.65249, -1.70292, 4.00846], [-3.75368, -1.07819, 3.62772], [-3.56138, 0.65549, 3.48767], [-2.93507, -0.18575, 4.89730], [-1.83990, -2.87470, 2.31680], [0.56104, -2.13999, 1.75550], [-2.37250, -1.80606, 1.01906], [-1.92889, 2.15060, 4.01765], [-1.75589, 4.56519, 4.38497], [-0.19629, 5.93628, 3.04202], [1.26001, 4.81996, 1.37273], [1.12494, 2.40145, 1.02648], [1.17263, -3.49867, -0.56830], [-0.06948, -3.60921, 0.33128], [-1.27298, -3.89831, -0.56797], [-0.25047, -2.24099, 1.02741], [0.16311, -4.63294, 1.42762], [-0.80873, -5.52846, 1.86079], [-0.56197, -6.41286, 2.89994], [0.66980, -6.43314, 3.52825], [1.64578, -5.54137, 3.11891], [1.39032, -4.65370, 2.09299], [0.94782, -2.83476, -1.40045], [1.46598, -4.46940, -0.96600], [2.01488, -3.06611, -0.03424], [-1.39545, -3.06285, -1.25853], [-2.19123, -3.99734, 0.00262], [-1.12387, -4.80426, -1.15383], [-0.11145, -1.43441, 0.24984], [-1.78067, -5.54900, 1.39622], [-1.34360, -7.08632, 3.22130], [0.86521, -7.13088, 4.33228], [2.61441, -5.52977, 3.60184], [2.16748, -3.96315, 1.80808], [0.21968, -0.28571, -2.69003], [1.26295, -1.17254, -4.09975], [1.13075, -2.52385, -4.40742], [1.86374, -3.07755, -5.43986], [2.74613, -2.30080, -6.17419], [2.88444, -0.95445, -5.87011], [2.15163, -0.39971, -4.84129], [0.43603, -3.13566, -3.84913], [1.74123, -4.12567, -5.68331], [3.31962, -2.73795, -6.98075], [3.56084, -0.33418, -6.44630], [2.24196, 0.65243, -4.60556], [1.64806, 6.54368, -3.10394], [2.70844, 5.84457, -2.52365], [2.52342, 4.57169, -2.05484], [1.24799, 3.93820, -2.10718], [0.20220, 4.64853, -2.76131], [0.40634, 5.91648, -3.23584], [1.07904, 2.67342, -1.52781], [-0.09883, 1.95325, -1.24337], [-1.40788, 2.25992, -0.85894], [-2.33448, 1.16894, -0.69697], [-3.59506, 1.37852, -0.19030], [-4.01935, 2.65806, 0.16005], [-3.15058, 3.73435, -0.01315], [-1.88395, 3.55929, -0.50430], [1.78418, 7.56022, -3.45423], [3.67958, 6.32040, -2.43746], [3.34747, 4.03656, -1.59713], [-0.74985, 4.15686, -2.88935], [-0.40262, 6.44491, -3.73006], [2.00387, 2.16608, -1.25105], [-2.06774, 0.17755, -1.08507], [-4.26828, 0.53888, -0.06406], [-5.00640, 2.81342, 0.57030], [-3.48383, 4.72880, 0.25362], [-1.21915, 4.40366, -0.59159]], "atomic_forces_ev_per_a": [[0.7, 1.1, -2.6], [0.0, -0.3, -0.1], [0.2, 0.1, -0.1], [0.1, 0.0, 0.1], [-0.2, 0.2, 0.2], [0.1, -0.2, -0.1], [0.2, -0.1, 0.1], [-0.2, 0.0, 0.0], [0.2, -0.3, 0.2], [0.1, 0.1, 0.0], [0.0, 0.0, 0.1], [-0.1, 0.1, 0.0], [0.0, 0.0, -0.1], [0.0, -0.1, 0.1], [0.0, -0.1, 0.0], [0.1, 0.0, 0.0], [0.0, 0.1, 0.0], [0.0, 0.0, 0.1], [-0.1, 0.0, 0.0], [0.1, 0.1, 0.0], [0.1, 0.0, -0.1], [0.1, 0.1, -0.1], [0.1, 0.2, -0.1], [-0.4, 0.2, -0.5], [0.1, -0.8, 0.6], [0.5, 0.2, -0.3], [0.2, 0.5, 0.2], [-0.5, -0.5, -0.4], [0.3, 0.3, 0.3], [0.1, -0.1, 0.0], [-0.1, 0.2, 0.1], [-0.1, 0.3, 0.1], [0.2, 0.0, 0.0], [0.1, 0.0, 0.0], [-0.2, -0.2, 0.1], [0.0, 0.2, 0.1], [0.2, 0.0, -0.2], [0.0, -0.2, -0.1], [-0.1, 0.2, -0.1], [0.0, 0.1, 0.1], [-0.2, 0.0, 0.2], [0.1, 0.1, -0.2], [0.0, 0.0, 0.0], [-0.1, 0.0, 0.1], [-0.1, 0.0, 0.0], [0.0, 0.1, 0.0], [0.0, 0.0, -0.1], [-0.2, 0.1, 0.2], [-0.1, 0.0, 0.0], [0.1, 0.3, -0.3], [0.1, 0.0, 0.2], [-0.1, 0.3, 0.2], [-0.1, -0.1, 0.0], [0.0, 0.0, 0.0], [0.0, -0.1, 0.1], [-0.1, -0.1, 0.1], [0.1, 0.0, 0.1], [0.0, 0.0, 0.0], [0.0, 0.1, -0.1], [0.0, -0.1, 0.0], [0.1, 0.1, 0.0], [0.0, 0.0, -0.1], [-0.2, 0.0, 0.0], [0.0, -0.1, 0.0], [0.0, -1.7, 0.3], [-0.1, 0.1, -0.1], [-0.1, -0.1, 0.0], [0.0, 0.0, 0.0], [0.0, 0.0, 0.0], [0.1, 0.1, -0.1], [-0.6, -0.8, -0.8], [-0.1, 0.2, 1.1], [-0.2, 0.1, 0.1], [0.1, -0.2, -0.2], [0.1, 0.0, -0.1], [0.1, -0.1, -0.2], [-0.1, 0.2, 0.1], [0.0, 0.0, 0.1], [0.0, -0.1, 0.0], [0.0, 0.0, 0.0], [0.0, 0.0, 0.0], [0.0, 0.0, 0.0], [0.0, -0.2, 0.1], [-0.2, 0.8, -0.4], [-0.9, -0.9, 0.3], [0.2, 2.3, -1.2], [0.7, -0.9, 0.5], [0.3, 0.7, -0.2], [-2.7, -3.0, 1.4], [4.8, 1.2, 1.7], [-3.3, 0.4, 0.0], [0.8, 0.6, -0.9], [-0.5, 0.2, 0.3], [0.4, -0.1, -0.1], [-0.7, 0.0, 0.3], [1.0, -1.1, -0.3], [0.0, -0.1, 0.0], [0.0, 0.0, 0.0], [0.0, 0.0, 0.0], [-0.1, 0.0, 0.0], [0.0, 0.0, 0.0], [-0.2, -0.1, -0.1], [-0.1, 0.3, 0.1], [0.0, 0.0, 0.0], [-0.1, 0.0, 0.0], [0.0, 0.1, 0.0], [0.1, 0.1, 0.0]], "homo_energy_ha": [-0.141, -0.138], "gap_ha": [0.22246, 0.22188], "e_above_lowest_kcal_mol": 81.61, "largest_force_ev_per_a": 5.20, "total_charge": -1, "spin_multiplicity": 1}